Record 1
This record from the Open Molecules 2025 dataset describes C17H36Br3ClO7S3Si2 as an isolated structure at a distorted geometry. The level of theory is wB97M-V/def2-TZVPD.

```
69
Properties=species:S:1:pos:R:3:lowdin_charge:R:1
C -5.91 -0.55 -4.66 -0.1380
C -4.96 0.70 -5.00 -0.3237
C -3.94 1.10 -3.82 -0.7351
Br -4.87 1.68 -2.17 0.6599
Si -2.57 -0.24 -3.50 0.5107
C -1.76 0.16 -1.82 -0.2450
O -0.76 1.23 -1.85 -0.1642
C 0.13 0.97 -0.74 -0.4038
C 1.66 0.59 -0.89 0.0011
O -0.35 1.11 0.42 0.0311
C -1.39 -0.13 -5.02 -0.1936
C 0.16 -0.28 -4.68 -0.7097
O 0.78 -1.36 -4.59 -0.0341
Cl 1.18 1.24 -4.44 0.5895
O -3.32 -1.82 -3.32 -0.3634
Si -2.16 -3.08 -3.51 0.4880
C -2.58 -4.69 -2.53 -0.7437
Br -3.46 -6.16 -3.53 0.6052
C -2.25 -4.80 -1.14 -0.6919
C -2.51 -6.11 -0.26 -0.1552
Br -1.39 -3.28 -0.17 0.6848
H -5.39 -1.49 -5.08 0.0720
H -6.93 -0.50 -5.17 0.0792
H -5.98 -0.71 -3.52 0.0632
H -4.34 0.53 -5.96 0.1113
H -5.66 1.58 -5.24 0.1074
H -3.35 2.02 -4.21 0.0808
H -2.51 0.41 -0.99 0.0919
H -1.20 -0.79 -1.46 0.0430
H 2.16 0.33 0.11 0.0666
H 2.24 1.51 -1.29 0.0980
H 1.81 -0.33 -1.56 0.0949
H -1.52 0.94 -5.44 0.0955
H -1.70 -0.83 -5.89 0.1165
H -0.81 -2.69 -3.05 -0.0191
H -2.01 -3.51 -4.92 -0.0095
H -1.52 -6.40 0.25 0.0858
H -2.80 -7.01 -0.91 0.0436
H -3.35 -5.94 0.51 0.0930
C 3.52 -0.82 4.02 -0.2813
S 3.32 -1.94 2.61 0.8272
O 3.45 -1.12 1.36 -0.5692
C 1.56 -2.24 2.87 -0.2709
H 4.55 -0.47 4.03 0.0172
H 2.85 0.03 3.92 0.0614
H 3.31 -1.36 4.94 0.0557
H 1.00 -1.30 2.84 0.0570
H 1.41 -2.74 3.83 0.0529
H 1.20 -2.90 2.07 0.0259
C -1.50 4.01 0.21 -0.2712
S -1.98 4.39 1.91 0.8113
O -3.25 5.18 1.85 -0.5622
C -0.64 5.56 2.23 -0.2767
H -2.23 3.32 -0.21 0.0396
H -1.48 4.93 -0.39 0.0620
H -0.51 3.54 0.21 0.0353
H -0.67 6.38 1.50 0.0548
H 0.32 5.04 2.16 0.0502
H -0.76 5.96 3.23 0.0461
C 7.82 0.54 7.30 -0.2700
S 6.09 0.80 6.84 0.8293
O 5.76 -0.19 5.77 -0.5654
C 6.35 2.40 6.05 -0.2680
H 7.90 -0.43 7.79 0.0507
H 8.45 0.56 6.41 0.0590
H 8.13 1.32 8.00 0.0527
H 7.07 2.31 5.24 0.0596
H 6.70 3.12 6.79 0.0531
H 5.39 2.74 5.65 0.0508
```

E_HOMO = -8.5212 eV
HOMO-LUMO gap = 8.580 eV

Record 2
This record from the Open Molecules 2025 dataset describes a 5-piece molecular cluster, C17H36Br9INPS overall at a distorted geometry. The level of theory is wB97M-V/def2-TZVPD.

```
66
Properties=species:S:1:pos:R:3:lowdin_charge:R:1
C -2.04 0.52 1.14 -0.1574
C -2.01 1.82 0.57 -0.4212
P -0.91 1.99 -0.99 0.3290
Br -2.78 2.68 -2.19 0.3066
I 1.02 1.22 0.46 0.6503
C 0.01 3.62 -1.35 -0.4132
C 0.16 4.52 -0.03 -0.3426
C 1.66 4.82 0.39 -0.5788
S 2.49 6.06 -0.74 0.6301
C -0.74 0.45 -2.13 -0.4515
C 0.60 0.62 -2.98 -0.2683
C 1.40 -0.73 -3.24 -0.2015
C 1.57 -1.69 -1.99 -0.2930
N 2.43 -2.85 -2.42 -0.0326
H -2.05 -0.34 0.39 -0.0486
H -2.02 0.34 2.25 0.0688
H -2.56 2.70 1.03 0.0461
H 1.01 3.45 -1.85 0.0750
H -0.63 4.20 -2.09 0.0431
H -0.34 4.04 0.87 0.0562
H -0.37 5.52 -0.17 0.1151
H 1.62 5.31 1.42 0.0782
H 2.33 3.92 0.41 0.0025
H 3.47 5.33 -1.42 -0.1399
H -1.62 0.48 -2.84 0.0182
H -0.83 -0.51 -1.55 -0.0149
H 1.31 1.41 -2.57 0.0627
H 0.28 1.01 -4.00 0.1190
H 1.01 -1.31 -4.15 0.1241
H 2.46 -0.42 -3.55 0.1139
H 2.00 -1.18 -1.08 0.0527
H 0.54 -2.14 -1.79 0.0771
H 3.11 -2.99 -1.65 0.0616
H 2.95 -2.50 -3.24 0.0440
Br -1.23 -4.88 -1.98 0.6352
C -2.23 -4.34 -0.40 -0.6767
C -3.48 -3.58 -0.78 -0.6475
Br -3.07 -1.75 -1.31 0.7692
H -1.55 -3.76 0.23 0.0597
H -2.49 -5.27 0.11 0.0157
H -4.15 -3.48 0.08 0.0639
H -4.03 -4.04 -1.60 0.0543
Br 7.36 2.77 0.85 0.6104
C 5.46 3.16 1.01 -0.7146
C 4.89 2.61 2.29 -0.6930
Br 4.62 0.68 2.18 0.5688
H 4.98 2.76 0.12 0.0471
H 5.39 4.25 1.00 0.0548
H 3.90 3.02 2.48 0.0471
H 5.53 2.79 3.16 0.0518
Br -5.01 2.44 3.61 0.6084
C -3.23 2.76 4.32 -0.6960
C -2.99 4.23 4.58 -0.6825
Br -2.64 5.18 2.91 0.6238
H -2.52 2.32 3.62 0.0269
H -3.19 2.20 5.26 0.0599
H -2.09 4.37 5.18 0.0586
H -3.83 4.72 5.06 0.0525
Br -1.69 -7.64 1.84 0.6083
C -0.63 -8.10 0.27 -0.6932
C -1.46 -8.87 -0.73 -0.7075
Br -1.68 -10.73 -0.18 0.6058
H 0.24 -8.64 0.62 0.0532
H -0.32 -7.14 -0.15 0.0163
H -0.94 -8.92 -1.69 0.0594
H -2.45 -8.46 -0.88 0.0492
```

E_HOMO = -8.3923 eV
HOMO-LUMO gap = 8.370 eV

Record 3
This record from the Open Molecules 2025 dataset describes a 12-piece molecular cluster, C17H36BrCl22IN2O4S overall at a distorted geometry. The level of theory is wB97M-V/def2-TZVPD.

```
84
Properties=species:S:1:pos:R:3:lowdin_charge:R:1
N -5.00 2.40 4.00 0.0106
N -4.98 1.57 2.82 -0.1359
C -4.42 0.30 3.03 -0.7245
Br -5.39 -0.81 4.38 0.6031
C -4.41 -0.49 1.73 -0.2859
O -3.54 0.12 0.80 -0.1985
C -2.33 -0.48 0.48 -0.6851
I -1.18 -1.09 2.23 0.8774
C -1.52 0.52 -0.36 -0.2590
C -1.97 1.97 -0.19 -0.1914
C -0.90 2.94 -0.71 -0.2172
S -0.33 4.07 0.52 0.5835
O 0.42 5.09 -0.15 -0.2883
O -1.42 4.47 1.38 -0.2803
O 0.66 3.18 1.40 -0.1521
H -4.87 3.35 3.67 0.0772
H -4.20 2.16 4.56 0.0029
H -5.93 1.50 2.49 0.1187
H -3.42 0.42 3.44 0.0446
H -5.41 -0.47 1.30 0.1292
H -4.15 -1.54 1.91 0.0873
H -2.52 -1.40 -0.07 0.0964
H -0.47 0.46 -0.06 0.0330
H -1.55 0.20 -1.41 0.1120
H -2.17 2.16 0.86 0.1047
H -2.90 2.16 -0.73 0.1226
H -0.02 2.41 -1.09 0.0693
H -1.31 3.63 -1.45 0.1135
H 0.53 3.42 2.33 0.0969
C -5.72 2.12 7.65 -1.0091
Cl -6.75 0.74 7.29 0.4875
Cl -4.04 1.87 7.14 0.5177
H -6.11 2.99 7.13 0.0277
H -5.70 2.27 8.73 -0.0695
C -7.35 -3.19 8.46 -1.0095
Cl -8.75 -4.26 8.53 0.5039
Cl -6.87 -2.82 6.80 0.4812
H -7.60 -2.25 8.95 0.0184
H -6.51 -3.68 8.95 0.0267
C 1.83 -1.15 -2.40 -1.0133
Cl 1.38 0.53 -2.74 0.5247
Cl 1.33 -1.67 -0.79 0.5259
H 1.35 -1.79 -3.13 0.0260
H 2.91 -1.23 -2.46 -0.0186
C 3.32 3.07 -5.78 -1.0170
Cl 2.92 1.35 -5.75 0.4783
Cl 3.38 3.77 -4.16 0.5053
H 4.29 3.19 -6.25 0.0238
H 2.55 3.59 -6.34 0.0234
C -5.96 -6.55 5.87 -1.0332
Cl -5.27 -7.56 7.15 0.4929
Cl -4.93 -6.47 4.44 0.5014
H -6.92 -6.97 5.59 0.0256
H -6.08 -5.55 6.26 -0.0274
C 4.78 -2.34 -6.35 -1.0111
Cl 5.84 -1.12 -7.07 0.4953
Cl 4.47 -2.04 -4.64 0.5293
H 3.84 -2.32 -6.88 0.0296
H 5.27 -3.30 -6.45 -0.0160
C 2.70 6.34 2.15 -1.0213
Cl 2.31 8.03 1.82 0.5170
Cl 2.57 5.95 3.88 0.4902
H 2.01 5.71 1.61 -0.0216
H 3.72 6.16 1.84 0.0277
C -5.08 2.02 12.54 -1.0093
Cl -6.49 0.95 12.51 0.5090
Cl -4.54 2.45 10.91 0.5487
H -5.35 2.93 13.06 0.0243
H -4.27 1.51 13.04 0.0245
C 9.06 -3.15 -7.79 -0.9966
Cl 7.63 -4.21 -7.77 0.5397
Cl 9.76 -3.01 -9.41 0.5234
H 8.76 -2.17 -7.46 -0.0213
H 9.81 -3.58 -7.13 0.0291
C 9.03 0.76 -10.62 -1.0166
Cl 8.19 0.09 -12.02 0.5097
Cl 8.30 0.25 -9.09 0.4919
H 10.06 0.42 -10.63 0.0227
H 8.98 1.85 -10.67 0.0240
C 8.48 -6.02 -11.07 -1.0580
Cl 7.40 -7.38 -11.41 0.5022
Cl 10.18 -6.42 -11.37 0.4940
H 8.21 -5.20 -11.72 0.0236
H 8.38 -5.75 -10.03 -0.0417
```

E_HOMO = -8.5590 eV
HOMO-LUMO gap = 8.861 eV

Record 4
This record from the Open Molecules 2025 dataset describes C17H36ClF6O4PtSb2Si as an isolated structure at a distorted geometry. The level of theory is wB97M-V/def2-TZVPD.

```
68
Properties=species:S:1:pos:R:3:lowdin_charge:R:1
Pt 0.77 -0.63 -0.73 1.0889
O -0.79 -2.41 2.25 -0.2103
Cl -0.46 -1.22 1.58 0.7112
O 0.99 -1.06 1.39 -0.4215
O -1.02 -0.08 2.21 -0.3371
O -0.94 -1.27 0.14 -0.4879
F 1.93 1.68 0.71 -0.3882
Sb 3.66 1.31 0.02 1.4227
F 2.60 0.18 -1.34 -0.4729
F 5.26 0.93 -0.87 -0.3302
F 3.47 2.79 -1.12 -0.3330
F 4.44 2.28 1.42 -0.3414
F 3.74 -0.30 0.96 -0.3379
C 0.12 1.21 -6.23 -0.1819
Si -0.40 -0.47 -5.55 0.4178
C 0.53 -1.83 -6.44 -0.1884
C -2.25 -0.69 -5.76 -0.1874
C 0.01 -0.54 -3.77 -0.2125
C 0.30 -0.57 -2.59 -0.3121
H 0.01 1.25 -7.31 0.0298
H 1.17 1.41 -5.99 0.0336
H -0.48 2.01 -5.81 0.0088
H 0.30 -1.84 -7.51 0.0289
H 0.27 -2.81 -6.03 0.0304
H 1.61 -1.70 -6.33 0.0321
H -2.54 -0.70 -6.82 0.0288
H -2.80 0.12 -5.28 0.0187
H -2.58 -1.63 -5.32 0.0297
C -1.48 4.81 -1.60 -0.1019
C -0.99 3.36 -1.61 -0.6759
C -1.64 2.63 -2.78 -0.1210
C 0.53 3.32 -1.75 -0.1286
Sb -1.48 2.30 0.24 1.8301
C -1.17 3.58 2.01 -0.6766
C 0.30 3.54 2.39 -0.1163
C -2.01 3.03 3.16 -0.1161
C -1.59 5.02 1.72 -0.1076
C -3.55 1.59 0.12 -0.6735
C -3.67 0.58 -1.01 -0.1025
C -4.44 2.81 -0.15 -0.1020
C -3.99 0.91 1.42 -0.1050
H -1.36 5.19 -2.61 0.0965
H -0.89 5.44 -0.95 0.0656
H -2.53 4.91 -1.33 0.0701
H -1.20 3.04 -3.70 0.0867
H -2.71 2.82 -2.83 0.0731
H -1.45 1.56 -2.80 0.0486
H 0.81 3.88 -2.64 0.1029
H 0.90 2.30 -1.87 0.0505
H 1.04 3.77 -0.90 0.0664
H 0.62 2.55 2.71 0.0799
H 0.43 4.23 3.23 0.0968
H 0.96 3.87 1.59 0.0705
H -1.87 1.96 3.33 0.0668
H -3.08 3.23 3.02 0.0716
H -1.70 3.55 4.07 0.0960
H -0.87 5.53 1.08 0.0692
H -1.61 5.55 2.67 0.0960
H -2.58 5.11 1.27 0.0701
H -3.45 1.00 -1.99 0.0565
H -4.70 0.22 -1.03 0.0964
H -3.02 -0.29 -0.86 0.0709
H -4.23 3.25 -1.13 0.0666
H -4.34 3.58 0.61 0.0720
H -5.48 2.48 -0.15 0.0966
H -3.33 0.09 1.70 0.0646
H -4.99 0.49 1.25 0.0955
H -4.07 1.59 2.26 0.0618
```

E_HOMO (alpha / beta) = -8.9878 / -9.0148 eV
HOMO-LUMO gap (alpha / beta) = 8.555 / 6.127 eV
Relative energy (zero: lowest compared OMol25 entry of this formula, charge and spin) = 0.478 eV
Multiplicity = 2